Computed, not measured: C13H21AgNO4 as an isolated structure in a non-equilibrium geometry, with ωB97M-V/def2-TZVPD.

```
! RIJCOSX wB97M-V def2-TZVPD def2/J DEFGRID3
* xyz 2 2
C -4.168 2.611 1.382
O -3.745 1.407 0.647
C -4.091 0.176 1.380
C -4.074 -1.194 0.471
C -2.842 -1.271 -0.608
C -1.420 -1.854 0.052
C -0.220 -1.166 -0.890
C 1.085 -2.144 -1.049
C 2.183 -2.046 0.163
C 2.428 -0.540 0.764
C 3.306 0.458 -0.198
C 3.505 1.914 0.139
N 2.922 2.635 1.347
C 4.479 2.503 -1.061
O 4.904 3.747 -1.298
O 4.943 1.407 -1.933
C 4.111 0.212 -1.606
O 4.031 -0.879 -2.413
H -3.521 3.565 1.177
H -4.074 2.371 2.531
H -5.288 2.864 1.115
H -3.379 -0.027 2.307
H -5.217 0.314 1.747
H -4.071 -2.187 1.097
H -5.081 -1.207 -0.171
H -3.063 -1.927 -1.561
H -2.547 -0.194 -1.031
H -1.353 -3.009 -0.169
H -1.307 -1.592 1.188
H -0.719 -1.072 -1.971
H 0.018 -0.067 -0.558
H 1.548 -1.958 -2.108
H 0.664 -3.261 -1.044
H 3.231 -2.479 -0.175
H 1.831 -2.729 1.065
H 1.406 -0.047 1.126
H 3.064 -0.676 1.764
H 2.032 3.078 0.981
H 3.539 3.452 1.593
Ag 4.950 0.811 -4.192
*
```

Calculated values
- Calculated total energy: -27473.521 eV
- E_LUMO (alpha / beta): -7.2 / -11.1 eV
- Energy above the lowest of the compared OMol25 structures with the same formula, charge and spin: 8.680 eV
- F_max: 9.65 eV/Å

=====

Computed, not measured: C34H31BF4N3O3PPm as an isolated structure in a non-equilibrium geometry, with ωB97M-V/def2-TZVPD.

```
! RIJCOSX wB97M-V def2-TZVPD def2/J DEFGRID3
* xyz 1 5
Pm 0.510 -0.245 0.910
O -1.461 0.554 1.596
C -0.929 1.688 1.444
O 0.308 1.843 1.584
C -1.714 2.757 0.761
C -2.332 3.867 1.305
C -3.015 4.738 0.468
C -3.082 4.500 -0.897
C -2.451 3.395 -1.442
C -1.747 2.524 -0.617
P -0.902 1.027 -1.272
C 0.299 1.738 -2.457
C 0.940 0.858 -3.330
C 1.980 1.305 -4.122
C 2.402 2.623 -4.035
C 1.783 3.495 -3.156
C 0.743 3.055 -2.355
C -2.331 0.408 -2.237
C -3.426 0.046 -1.451
C -4.559 -0.484 -2.033
C -4.609 -0.658 -3.409
C -3.532 -0.282 -4.193
C -2.390 0.250 -3.614
H -2.289 4.043 2.368
H -3.504 5.601 0.891
H -3.626 5.178 -1.539
H -2.508 3.198 -2.504
H 0.636 -0.181 -3.366
H 2.474 0.624 -4.796
H 3.223 2.961 -4.647
H 2.116 4.521 -3.082
H 0.285 3.730 -1.643
H -3.367 0.190 -0.378
H -5.405 -0.756 -1.422
H -5.492 -1.076 -3.865
H -3.585 -0.397 -5.265
H -1.557 0.543 -4.237
C 5.730 1.762 2.748
C 5.544 0.761 3.696
C 4.336 0.109 3.779
C 3.286 0.462 2.909
C 3.472 1.499 1.975
C 4.694 2.131 1.899
N 2.070 -0.193 2.910
N 1.949 -1.112 3.788
C 0.785 -1.841 3.821
C 0.562 -2.586 4.988
C -0.588 -3.345 5.081
C -1.486 -3.322 4.022
C -1.182 -2.562 2.900
N -0.068 -1.849 2.773
H 6.685 2.258 2.674
H 6.352 0.493 4.360
H 4.167 -0.686 4.490
H 2.659 1.800 1.318
H 4.847 2.923 1.184
H 1.286 -2.526 5.786
H -0.788 -3.939 5.960
H -2.408 -3.879 4.064
H -1.877 -2.513 2.071
C -0.526 -4.494 -1.198
C -1.786 -4.105 -0.422
C -1.827 -2.605 -0.684
O -0.464 -2.189 -0.515
C 0.302 -3.195 -1.212
H -0.779 -4.793 -2.212
H 0.012 -5.314 -0.729
H -1.654 -4.302 0.642
H -2.676 -4.622 -0.770
H -2.457 -2.029 -0.004
H -2.139 -2.421 -1.722
H 1.261 -3.316 -0.710
H 0.486 -2.852 -2.235
F 2.163 -1.717 0.678
B 2.954 -0.981 -0.320
F 2.992 -1.674 -1.462
F 4.119 -0.624 0.225
F 2.103 0.205 -0.511
*
```

Calculated values
- Calculated total energy: -83767.936 eV
- E_LUMO (alpha / beta): -4.2 / -4.2 eV
- F_max: 2.62 eV/Å

=====

Computed, not measured: C2H6N2 as an isolated structure in a non-equilibrium geometry, with ωB97M-V/def2-TZVPD.

```
! RIJCOSX wB97M-V def2-TZVPD def2/J DEFGRID3
* xyz 0 1
C 1.248 0.700 0.034
N 0.582 -0.396 -0.754
C -0.814 -0.509 -0.238
N -1.166 0.124 0.829
H 2.198 0.844 -0.475
H 1.418 0.367 1.043
H 0.551 1.534 0.004
H 0.244 -1.165 0.071
H -1.479 -1.137 -0.826
H -2.150 0.360 0.857
*
```

Calculated values
- Calculated total energy: -5148.196 eV
- E_LUMO: 1.0 eV
- Energy above the lowest of the compared OMol25 structures with the same formula, charge and spin: 3.723 eV
- F_max: 4.10 eV/Å

=====

Computed, not measured: a 6-piece molecular cluster, C37H30ClFO13 overall, with ωB97M-V/def2-TZVPD.

```
! RIJCOSX wB97M-V def2-TZVPD def2/J DEFGRID3
* xyz 0 1
C 1.131 -5.244 5.542
C 1.982 -4.011 5.208
C 1.905 -3.559 3.733
Cl 1.730 -4.928 2.595
C 3.185 -2.846 3.313
O 3.300 -1.538 3.935
C 3.087 -0.505 3.083
O 3.974 0.215 2.726
C 1.648 -0.261 2.637
C 1.060 0.727 3.610
O 0.656 0.468 4.693
F 1.045 1.988 3.140
H 0.891 -5.232 6.608
H 1.675 -6.164 5.342
H 0.190 -5.222 4.992
H 1.626 -3.165 5.802
H 3.028 -4.204 5.456
H 1.040 -2.906 3.642
H 4.056 -3.412 3.646
H 3.266 -2.741 2.228
H 1.050 -1.163 2.686
H 1.650 0.126 1.620
O 1.685 -7.583 0.839
C 1.629 -7.449 -0.364
C 2.463 -6.439 -1.063
C 2.400 -6.286 -2.383
C 1.494 -7.119 -3.213
O 1.436 -6.980 -4.415
C 0.660 -8.130 -2.513
C 0.723 -8.283 -1.193
H 3.115 -5.842 -0.437
H 2.998 -5.555 -2.913
H 0.007 -8.725 -3.138
H 0.125 -9.012 -0.662
O -4.168 0.848 -2.048
C -3.383 0.333 -1.280
C -2.886 1.062 -0.086
C -2.024 0.497 0.755
C -1.528 -0.884 0.533
O -0.742 -1.401 1.300
C -2.024 -1.612 -0.660
C -2.886 -1.047 -1.501
H -3.263 2.067 0.056
H -1.650 1.010 1.632
H -1.646 -2.616 -0.800
H -3.264 -1.558 -2.378
O -6.659 5.311 -2.824
C -6.652 4.399 -3.627
C -7.521 4.432 -4.829
C -7.515 3.434 -5.707
C -6.639 2.248 -5.519
O -6.636 1.339 -6.321
C -5.772 2.218 -4.315
C -5.777 3.218 -3.438
H -8.150 5.306 -4.944
H -8.139 3.433 -6.592
H -5.144 1.347 -4.192
H -5.154 3.215 -2.554
O -4.376 8.489 0.637
C -4.460 8.738 -0.546
C -3.781 9.923 -1.131
C -3.871 10.199 -2.429
C -4.652 9.331 -3.348
O -4.730 9.582 -4.532
C -5.331 8.149 -2.763
C -5.241 7.873 -1.465
H -3.217 10.539 -0.442
H -3.385 11.056 -2.878
H -5.896 7.528 -3.444
H -5.729 7.013 -1.025
O 10.563 0.612 2.853
C 9.617 0.180 2.231
C 8.266 0.780 2.360
C 7.229 0.304 1.676
C 7.380 -0.851 0.756
O 6.437 -1.291 0.132
C 8.732 -1.453 0.626
C 9.768 -0.974 1.308
H 8.179 1.620 3.038
H 6.234 0.722 1.760
H 8.818 -2.294 -0.050
H 10.762 -1.395 1.229
*
```

Calculated values
- Calculated total energy: -80707.263 eV
- E_LUMO: -2.2 eV
- F_max: 0.78 eV/Å
- SMILES: CC[C@H](Cl)COC(=O)CC(=O)F.O=C1C=CC(=O)C=C1.O=C1C=CC(=O)C=C1.O=C1C=CC(=O)C=C1.O=C1C=CC(=O)C=C1.O=C1C=CC(=O)C=C1

=====

The highest F_max belongs to which entry?
C13H21AgNO4